[1]
Here is a cluster of 2 separate species, C6H16FN2OP in total from the Open Molecules 2025 dataset. Energies are from ωB97M-V/def2-TZVPD.

As for the total energy: -864.1500 hartree. Its LUMO energy is 0.0200 Eh. The calculation puts the orbital gap at 0.3908 Ha.

```
27
C6H16FN2OP ωB97M-V/def2-TZVPD
C 1.2101 -1.3462 1.3697
C 1.3077 -1.2978 -1.2735
C -2.1051 0.7231 -1.3715
C -2.4609 0.7558 1.0247
C 0.4081 -1.3195 0.0469
C -1.7523 0.0127 -0.1448
N 1.9999 1.4366 0.6372
N -0.3561 -0.0629 0.0782
O 0.0021 2.5203 -0.5477
F 4.1215 -0.1948 0.4345
P 0.5576 1.3184 0.0505
H 2.2791 -1.0939 1.3010
H 0.7258 -0.5809 1.9077
H 1.0341 -2.3204 1.8946
H 0.7938 -1.6571 -2.1571
H 2.1415 -1.9257 -0.9846
H 1.6401 -0.3065 -1.3227
H -1.4480 0.6259 -2.3961
H -3.0784 0.4383 -1.7702
H -2.2399 1.8338 -1.3312
H -1.9819 1.7100 1.3687
H -2.5728 0.3168 2.0004
H -3.4904 0.9010 0.8416
H -0.2626 -2.1276 -0.0299
H -2.0427 -1.0309 -0.0602
H 3.3296 0.3991 0.4146
H 2.2402 2.2722 0.0194
```



[2]
Here is a cluster of 11 separate species, C26H79N5O11 in total from the Open Molecules 2025 dataset. Energies are from ωB97M-V/def2-TZVPD.

As for the total energy: -2139.1845 hartree. Its LUMO energy is 0.0024 Eh. The calculation puts the orbital gap at 0.3366 Ha. The calculation puts the energy above the lowest of the compared OMol25 structures with the same formula, charge and spin at 45.2 kcal/mol. The SMILES is COC[C@H](C)N.COC[C@H](C)N.COC[C@H](C)N.COC[C@H](C)N.COC[C@H](C)N.CO.CO.CO.CO.CO.CO.

```
121
C26H79N5O11 ωB97M-V/def2-TZVPD
C 2.7671 -1.3187 -3.5616
O 2.0881 -0.5387 -4.5315
C 2.5193 0.7902 -4.6993
C 3.8783 0.9579 -5.3543
C 4.2934 2.3599 -5.7220
N 3.9899 0.0500 -6.5709
H 2.1745 -1.2847 -2.6445
H 3.7791 -0.9481 -3.3948
H 2.8014 -2.3533 -3.9035
H 1.7376 1.3992 -5.1473
H 2.7017 1.1915 -3.6888
H 4.6775 0.4271 -4.8162
H 4.6091 2.8061 -4.7728
H 3.4711 2.9376 -6.1461
H 5.1383 2.4116 -6.4046
H 4.9873 -0.0013 -6.7598
H 3.7651 -0.8957 -6.2679
C -4.3049 -3.5873 -2.7092
O -4.7673 -2.6741 -1.7426
C -4.3308 -1.3475 -1.9441
C -5.2338 -0.3543 -1.2557
C -6.7292 -0.3803 -1.7039
N -4.8090 1.0278 -1.4173
H -4.8461 -4.5041 -2.4755
H -3.2455 -3.8331 -2.5599
H -4.4654 -3.2234 -3.7276
H -3.3342 -1.2277 -1.5009
H -4.2220 -1.1319 -3.0163
H -5.4370 -0.6306 -0.2154
H -7.3348 0.1797 -0.9966
H -7.0894 -1.3991 -1.8355
H -6.8092 0.1099 -2.6813
H -5.0475 1.2909 -2.3676
H -3.8119 1.1643 -1.2798
C 0.7210 7.0671 -0.6454
O 1.4291 6.2521 0.2898
C 1.1267 4.8782 0.2409
C -0.3465 4.4621 0.3878
C -1.1873 5.1413 1.4493
N -0.4227 3.0009 0.6020
H 1.1082 6.7552 -1.6272
H 1.1088 8.0715 -0.5031
H -0.3576 6.9278 -0.6113
H 1.5678 4.4069 -0.6452
H 1.6558 4.4295 1.0851
H -0.7974 4.7144 -0.5825
H -1.1462 6.2296 1.4074
H -0.8822 4.7827 2.4385
H -2.2457 4.8787 1.4077
H -0.6929 2.5122 -0.2424
H -1.2207 2.9305 1.2273
C 1.5144 -3.0600 4.6964
O 2.5848 -2.1883 5.0217
C 2.7849 -1.1507 4.0879
C 3.7743 -1.5163 2.9610
C 5.1495 -1.8442 3.5841
N 3.9546 -0.3592 2.0628
H 1.7458 -3.7657 3.8952
H 0.5716 -2.5417 4.5086
H 1.4015 -3.6353 5.6181
H 1.8428 -0.8397 3.6214
H 3.2399 -0.3079 4.6139
H 3.4019 -2.4374 2.5063
H 5.4094 -1.1768 4.4066
H 5.9199 -1.7710 2.8147
H 5.1338 -2.8715 3.9452
H 3.0780 0.1558 1.9946
H 4.5610 0.2535 2.6015
C -2.1289 -1.6669 3.1449
O -2.8735 -0.4986 3.4667
C -2.9937 0.3749 2.3560
C -3.7547 1.6850 2.7296
C -5.2100 1.4171 3.1370
N -3.6469 2.4378 1.4841
H -1.5732 -1.8975 4.0555
H -1.3746 -1.4180 2.3896
H -2.7198 -2.5326 2.8477
H -1.9599 0.7220 2.2414
H -3.4807 -0.0866 1.4925
H -3.2313 2.1771 3.5513
H -5.7419 2.3756 3.1747
H -5.2373 1.1105 4.1854
H -5.7633 0.7445 2.4840
H -4.1632 1.8500 0.8305
H -4.2631 3.2445 1.5864
C 5.6661 -0.3809 -0.9248
O 4.5538 -1.2036 -0.5865
H 5.4799 0.1461 -1.8679
H 5.7683 0.3999 -0.1646
H 6.5896 -0.9560 -1.0391
H 4.4505 -1.0000 0.3698
C 1.4031 2.4848 3.4210
O 2.1451 1.9196 2.3348
H 1.2965 3.5597 3.2844
H 0.4540 1.9550 3.5223
H 2.0031 2.2250 4.2931
H 1.5596 1.8307 1.5673
C 1.3202 -4.5779 1.0896
O 0.1952 -4.0705 1.8095
H 2.0299 -3.8100 0.7849
H 1.7913 -5.2719 1.7878
H 1.0497 -5.1878 0.2242
H -0.0114 -3.2142 1.3954
C -2.5664 -4.0143 0.3927
O -2.4398 -4.6772 1.6215
H -1.8466 -4.1816 -0.4124
H -3.5942 -4.2340 0.0824
H -2.6856 -2.9246 0.5223
H -1.5203 -4.4848 1.9201
C 1.0928 -0.9901 0.1456
O -0.1334 -1.7088 -0.0605
H 1.8785 -1.4063 -0.4867
H 0.9594 0.0625 -0.1095
H 1.3555 -1.1299 1.1950
H -0.6663 -1.2586 -0.7360
C -0.9327 -1.9616 -3.6601
O -1.1749 -0.9154 -2.7005
H -0.5332 -2.8974 -3.2784
H -1.8795 -2.1204 -4.1820
H -0.2008 -1.5738 -4.3751
H -1.7881 -0.3241 -3.1404
```



[3]
Here is the molecule C4H8O from the Open Molecules 2025 dataset. Energies are from ωB97M-V/def2-TZVPD.

As for the total energy: -232.4061 hartree. Its LUMO energy is 0.0433 Eh. The calculation puts the orbital gap at 0.3949 Ha. The calculation puts the energy above the lowest of the compared OMol25 structures with the same formula, charge and spin at 24.8 kcal/mol. The SMILES is C[C@H]1CCO1.

```
13
C4H8O ωB97M-V/def2-TZVPD
C -0.7428 1.3308 -0.6496
C -0.2241 -0.0950 -0.6658
C 1.0337 -0.3098 0.1925
C 0.1270 -1.2191 1.0322
O -0.9963 -0.9757 0.1739
H -1.7878 1.3806 -0.9681
H -0.6717 1.7443 0.3634
H -0.1388 1.9583 -1.3163
H -0.1843 -0.4852 -1.6927
H 1.9021 -0.7807 -0.2727
H 1.3417 0.6141 0.6884
H -0.0629 -0.8822 2.0588
H 0.4041 -2.2804 1.0560
```



[4]
Here is a structure of composition C16H28CrO8 from the Open Molecules 2025 dataset. Energies are from ωB97M-V/def2-TZVPD.

The spin multiplicity is 6. As for the total energy: -2272.7603 hartree. Its LUMO energy (spin up / spin down) is 0.0822 / 0.0822 Eh. The calculation puts the orbital gap (spin up / spin down) at 0.1947 / 0.2437 Ha. As for the net charge: -1. As for the expectation value of S²: 8.7572.

```
53
C16H28CrO8 ωB97M-V/def2-TZVPD
Cr -3.6084 2.7770 0.9242
C -3.3040 -0.1557 -2.1678
C -4.0646 1.1598 -1.8538
C -5.0937 1.4398 -2.8813
O -4.4402 1.2900 -0.4826
H -2.9623 -0.1549 -3.2028
H -4.1059 -0.8925 -2.1211
H -2.5485 -0.4547 -1.4412
H -3.1694 1.7693 -1.9770
H -4.6942 1.2690 -3.8809
H -5.2433 2.5175 -2.9462
H -6.0212 0.9161 -2.6495
C -0.2684 2.5872 0.1736
O -1.4514 2.6633 0.9408
H 0.5908 2.2178 0.7334
H -0.6537 1.9236 -0.6006
H 0.1418 3.5104 -0.2357
O -3.3360 -1.2759 1.6622
C -2.1761 -1.3264 2.0011
O -1.5198 -2.4835 1.8562
C -0.2065 -2.5109 2.4439
C 0.0137 -1.0356 2.6717
C -1.3633 -0.4098 2.9020
H 0.5370 -2.8696 1.7321
H -0.2706 -3.1725 3.3077
H 0.5594 -0.6438 1.8133
H 0.7475 -0.8817 3.4628
H -1.4070 0.6620 2.7088
H -1.5872 -0.7753 3.9042
O 1.7331 -3.5850 -3.7619
C 1.4017 -2.5942 -3.1258
O 0.4244 -1.7955 -3.5229
C 0.2156 -0.5826 -2.7757
C 1.0118 -0.8509 -1.5212
C 2.0044 -1.9074 -1.8940
H -0.7919 -0.4847 -2.3712
H 0.4008 0.3880 -3.2359
H 0.3046 -1.2212 -0.7791
H 1.3980 0.0683 -1.0808
H 2.0720 -2.6210 -1.0729
H 2.8691 -1.3557 -2.2629
O 2.9286 -1.5941 1.5455
C 3.4447 -0.5012 1.4852
O 4.3510 -0.1372 0.5456
C 4.7477 1.2273 0.7776
C 4.4744 1.3687 2.2524
C 3.0911 0.6776 2.3999
H 4.1589 1.9541 0.2179
H 5.8016 1.3538 0.5300
H 4.5716 2.3281 2.7605
H 5.2114 0.7670 2.7842
H 2.2973 1.3259 2.0288
H 2.7835 0.1122 3.2795
```



[5]
Here is a cluster of 3 separate species, C3H10O4S in total from the Open Molecules 2025 dataset. Energies are from ωB97M-V/def2-TZVPD.

As for the total energy: -819.4365 hartree. Its LUMO energy is 0.0125 Eh. The calculation puts the orbital gap at 0.3521 Ha. The calculation puts the energy above the lowest of the compared OMol25 structures with the same formula, charge and spin at 17.8 kcal/mol. The SMILES is O=C(O)CCS.O.O.

```
18
C3H10O4S ωB97M-V/def2-TZVPD
O -0.1192 -0.7214 1.8938
C 0.6439 -0.8954 0.9686
O 1.0164 -2.1083 0.5634
C 1.3086 0.1906 0.1768
C 0.9867 0.2931 -1.2962
S 2.2047 0.7161 -2.6498
H 0.4232 -2.7319 1.1488
H 1.2816 1.2555 0.5402
H 2.4039 0.0009 0.3581
H 0.1302 0.9784 -1.3474
H 0.7285 -0.7746 -1.5680
H 2.5515 -0.5175 -3.1052
O -1.1212 2.4257 1.9261
H -1.6553 2.3431 1.1303
H -1.2763 1.6556 2.4667
O -2.8055 -0.7268 -0.5930
H -3.0414 -0.2991 0.2566
H -3.6603 -1.0840 -0.8697
```



[6]
Here is a cluster of 4 separate species, C17H41NO13PS3 in total from the Open Molecules 2025 dataset. Energies are from ωB97M-V/def2-TZVPD.

As for the total energy: -3240.8763 hartree. Its LUMO energy is 0.0553 Eh. The calculation puts the orbital gap at 0.1367 Ha. As for the net charge: -1.

```
76
C17H41NO13PS3 ωB97M-V/def2-TZVPD
C -3.8223 -0.8661 -5.7604
C -2.7795 0.2990 -6.3539
O -3.0593 1.5164 -5.5767
C -1.8841 2.4436 -5.5928
C -0.8079 2.0123 -4.4002
C -1.4848 1.1566 -3.1762
C -0.4409 0.6534 -2.0169
C 0.6577 1.7701 -1.5348
O 2.0021 1.1328 -1.7071
C 2.4705 1.4465 -3.0813
O 2.9689 2.6814 -3.2876
P -2.6361 4.1712 -5.2849
N -1.9095 5.0104 -3.8897
O -4.3200 3.8708 -4.8111
H -4.5374 -1.2790 -6.5912
H -3.2065 -1.6810 -5.1894
H -4.5288 -0.3324 -4.9598
H -3.0986 0.4858 -7.4872
H -1.6641 -0.0614 -6.3284
H -0.0031 1.3262 -4.9544
H -0.2342 2.9794 -4.0757
H -1.9960 0.1691 -3.6110
H -2.3520 1.8035 -2.7289
H -1.1043 0.3407 -1.0805
H 0.1035 -0.3250 -2.3757
H 0.5354 1.9615 -0.3636
H 0.5722 2.8141 -2.0572
H 2.4464 0.6157 -3.9161
H -2.3876 4.5846 -3.0416
H -2.2679 6.0107 -3.9087
H -4.2555 3.2441 -4.0070
O -4.1976 -3.0177 -2.7533
S -3.1975 -3.5078 -1.8295
O -1.7898 -3.2123 -1.9916
O -3.3778 -5.1186 -1.6579
C -3.3869 -5.9313 -2.8222
C -1.9820 -6.1641 -3.3449
C -3.6793 -3.0555 -0.1814
H -4.0305 -5.4987 -3.5955
H -3.8258 -6.8927 -2.5372
H -1.5488 -5.2375 -3.7331
H -1.9875 -6.9000 -4.1540
H -1.3234 -6.5185 -2.5454
H -4.7237 -3.3340 -0.0293
H -3.5609 -1.9748 -0.0791
H -3.0314 -3.5701 0.5309
O 2.0888 -0.3386 2.1838
S 3.4450 -0.5941 1.7489
O 4.2076 -1.7255 2.2319
O 4.3308 0.7591 1.9516
C 4.3509 1.3753 3.2307
C 5.2824 0.6468 4.1809
C 3.4759 -0.6135 -0.0263
H 3.3398 1.4478 3.6453
H 4.7152 2.3975 3.0871
H 4.8945 -0.3462 4.4269
H 5.3976 1.2058 5.1139
H 6.2682 0.5050 3.7264
H 2.9573 0.2719 -0.3988
H 2.9641 -1.5173 -0.3636
H 4.5146 -0.6265 -0.3625
O 3.6619 1.4406 7.0515
S 2.9147 1.0490 8.2271
O 2.7877 -0.3346 8.6325
O 1.4274 1.7121 8.1555
C 0.6377 1.4913 6.9962
C 0.0015 0.1143 7.0146
C 3.5075 1.9874 9.6130
H 1.2287 1.6423 6.0866
H -0.1516 2.2496 6.9983
H 0.7581 -0.6693 6.9117
H -0.7112 0.0067 6.1920
H -0.5185 -0.0611 7.9619
H 3.5454 3.0425 9.3356
H 4.5088 1.6288 9.8607
H 2.8362 1.8313 10.4598
```